No. 1
54
Properties=species:S:1:pos:R:3:nbo_charge:R:1 method="wB97M-V/def2-TZVPD" charge=-1 lumo_ev=2.00 homo_lumo_gap_ev=7.08 total_energy_ev=-107851.5678 e_homo_ev=-5.1
C -4.278 1.593 0.598 -1.199
Nb -3.071 3.521 0.591 1.296
Br -2.048 2.811 -1.783 -0.505
I -5.083 5.103 -0.595 -0.402
H -4.399 1.283 -0.436 0.224
H -3.683 0.819 1.100 0.230
H -5.231 1.642 1.128 0.224
H -1.960 4.984 0.654 -0.359
H -3.700 4.011 2.223 -0.258
H -1.730 2.651 1.465 -0.238
N 1.353 1.810 1.595 -0.419
C 2.140 1.902 2.668 0.037
C 3.109 2.877 2.835 -0.275
C 3.277 3.813 1.828 -0.176
C 2.472 3.736 0.703 -0.246
C 1.530 2.722 0.636 0.048
H 1.970 1.149 3.430 0.186
H 3.715 2.904 3.731 0.209
H 4.024 4.592 1.918 0.207
H 2.572 4.446 -0.106 0.218
H 0.874 2.623 -0.223 0.218
N 2.837 -2.199 -1.788 -0.450
C 2.623 -1.337 -0.786 0.017
C 1.458 -0.602 -0.635 -0.259
C 0.455 -0.760 -1.579 -0.162
C 0.655 -1.645 -2.627 -0.267
C 1.854 -2.336 -2.683 0.015
H 3.433 -1.244 -0.074 0.205
H 1.334 0.077 0.201 0.252
H -0.471 -0.202 -1.497 0.239
H -0.104 -1.796 -3.382 0.220
H 2.052 -3.042 -3.483 0.177
N -3.652 -1.246 -3.067 -0.417
C -4.325 -2.268 -3.600 0.028
C -5.535 -2.137 -4.260 -0.276
C -6.086 -0.870 -4.375 -0.175
C -5.407 0.206 -3.828 -0.259
C -4.200 -0.033 -3.188 0.039
H -3.857 -3.240 -3.484 0.184
H -6.034 -3.004 -4.674 0.209
H -7.032 -0.724 -4.882 0.208
H -5.803 1.210 -3.893 0.226
H -3.636 0.783 -2.749 0.226
N 3.821 -2.054 2.242 -0.414
C 3.923 -3.345 1.921 0.037
C 4.352 -4.325 2.802 -0.264
C 4.698 -3.947 4.089 -0.172
C 4.600 -2.610 4.442 -0.267
C 4.157 -1.710 3.486 0.038
H 3.644 -3.591 0.902 0.209
H 4.413 -5.358 2.488 0.217
H 5.038 -4.682 4.808 0.211
H 4.860 -2.273 5.436 0.215
H 4.061 -0.655 3.716 0.193


No. 2
60
Properties=species:S:1:pos:R:3:nbo_charge:R:1 method="wB97M-V/def2-TZVPD" charge=-2 multiplicity=3 lumo_ev="3.63 / 3.63" homo_lumo_gap_ev="4.51 / 4.52" s_squared=2.008 total_energy_ev=-157192.4186 e_homo_ev="-0.9 / -0.9"
Ti -0.065 -0.220 0.266 1.049
C -3.779 0.753 -0.089 -0.652
C -2.632 0.055 0.598 0.372
O -2.022 -0.865 -0.109 -0.835
C -2.281 0.430 1.861 -0.479
C -1.167 -0.188 2.611 0.152
C -1.183 -1.673 2.873 -0.648
N -0.216 0.487 3.159 -0.210
N -0.263 1.856 3.041 -0.388
C 0.013 2.367 1.890 0.524
O 0.268 1.734 0.791 -0.871
C 0.036 3.862 1.822 -0.093
C 0.114 4.494 0.586 -0.141
C 0.133 5.880 0.497 -0.242
C 0.078 6.654 1.647 -0.238
C 0.003 6.029 2.887 -0.233
C -0.017 4.645 2.975 -0.177
H -4.558 0.022 -0.320 0.208
H -4.204 1.545 0.527 0.199
H -3.437 1.171 -1.039 0.211
H -2.712 1.336 2.272 0.222
H -1.933 -1.892 3.640 0.204
H -1.471 -2.226 1.977 0.235
H -0.203 -2.007 3.218 0.257
H 0.163 3.877 -0.302 0.219
H 0.195 6.356 -0.475 0.198
H 0.097 7.736 1.581 0.193
H -0.034 6.624 3.792 0.195
H -0.070 4.143 3.931 0.237
C 3.496 2.688 0.894 -0.243
O 3.376 2.502 -0.504 -0.543
C 4.565 1.970 -1.041 -0.076
C 4.359 1.565 -2.478 -0.066
O 3.516 0.452 -2.539 -0.533
C 3.453 -0.124 -3.822 -0.256
H 3.796 1.759 1.389 0.187
H 2.522 2.980 1.272 0.211
H 4.231 3.473 1.122 0.145
H 4.884 1.098 -0.458 0.191
H 5.371 2.722 -1.005 0.147
H 5.340 1.325 -2.919 0.157
H 3.937 2.411 -3.046 0.156
H 3.096 0.603 -4.566 0.148
H 4.443 -0.485 -4.135 0.155
H 2.775 -0.974 -3.761 0.238
Te 2.721 -1.239 0.751 -0.026
Te 3.268 -2.054 3.245 -0.678
Te 1.553 -3.712 -2.756 -0.731
Te 0.883 -3.150 -0.172 -0.031
Br 0.145 1.698 -6.271 0.007
C 0.166 1.129 -4.452 -0.057
C -0.357 -0.097 -4.119 -0.242
C -0.300 -0.464 -2.778 0.081
N 0.216 0.322 -1.832 -0.536
C 0.743 1.501 -2.193 0.077
C 0.732 1.956 -3.498 -0.310
H -0.772 -0.772 -4.851 0.228
H -0.695 -1.415 -2.450 0.249
H 1.187 2.082 -1.395 0.255
H 1.167 2.910 -3.756 0.225


No. 3
64
Properties=species:S:1:pos:R:3:nbo_charge:R:1 method="wB97M-V/def2-TZVPD" charge=-2 lumo_ev=3.76 homo_lumo_gap_ev=5.01 total_energy_ev=-118056.6922 e_homo_ev=-1.2
W 0.285 0.052 -0.025 1.202
Cl 1.449 4.138 -2.514 0.021
C 1.115 2.573 -3.177 -0.101
C 1.480 2.305 -4.509 -0.211
C 1.251 1.081 -5.058 -0.079
Cl 1.730 0.770 -6.708 -0.039
C 0.638 0.054 -4.304 -0.049
C 0.359 -1.258 -4.746 -0.132
C -0.185 -2.158 -3.872 -0.247
C -0.445 -1.787 -2.544 0.101
N -0.268 -0.553 -2.117 -0.477
C 0.262 0.347 -2.987 0.203
C 0.517 1.621 -2.382 0.308
O 0.203 1.752 -1.122 -0.699
H 1.962 3.084 -5.083 0.231
H 0.608 -1.549 -5.758 0.219
H -0.370 -3.180 -4.174 0.214
H -0.796 -2.507 -1.817 0.225
Te 1.881 -0.201 2.470 0.150
Te 2.212 -0.548 5.122 -0.630
Te 1.275 4.137 2.619 -0.638
Te 0.078 1.823 2.253 0.244
O 3.557 -1.913 -0.042 -0.955
S 2.502 -1.433 -0.882 2.580
O 2.566 -1.861 -2.258 -0.998
O 2.289 0.077 -0.775 -0.991
O 1.097 -1.813 -0.276 -0.996
C -3.279 0.304 -3.042 -1.124
Si -3.128 1.353 -1.468 1.747
C -4.947 1.866 -1.265 -1.126
C -2.322 3.009 -1.885 -1.135
C -2.307 0.555 0.027 -1.220
C -2.261 -0.891 0.151 0.272
C -3.107 -1.881 -0.375 -0.332
C -2.933 -3.192 0.023 -0.147
C -1.901 -3.530 0.897 -0.324
C -1.027 -2.536 1.287 0.099
N -1.205 -1.259 0.930 -0.546
Si -3.178 1.052 1.648 1.790
C -3.237 2.928 1.856 -1.163
C -2.612 0.155 3.216 -1.144
C -4.998 0.477 1.610 -1.143
H -3.329 0.999 -3.886 0.229
H -4.225 -0.246 -3.028 0.217
H -2.482 -0.404 -3.244 0.231
H -5.224 2.337 -2.214 0.220
H -5.093 2.604 -0.475 0.228
H -5.626 1.029 -1.094 0.219
H -1.749 2.969 -2.814 0.232
H -1.637 3.336 -1.103 0.269
H -3.101 3.766 -2.010 0.219
H -3.905 -1.597 -1.048 0.221
H -3.603 -3.961 -0.345 0.201
H -1.750 -4.548 1.227 0.214
H -0.146 -2.731 1.887 0.234
H -2.830 3.438 0.980 0.247
H -2.648 3.262 2.712 0.256
H -4.268 3.266 1.999 0.220
H -1.617 -0.280 3.189 0.257
H -3.329 -0.635 3.457 0.216
H -2.615 0.879 4.036 0.243
H -5.682 1.155 1.107 0.221
H -5.324 0.392 2.651 0.221
H -5.099 -0.517 1.162 0.223